No. 1
19
Properties=species:S:1:pos:R:3 method="wB97M-V/def2-TZVPD" total_charge=0 spin_multiplicity=1 e_tot_ev=-11407.55442 orbital_gap_ev=8.93 homo_ev=-8.7367
N -0.93 -2.28 0.30
C -0.29 -1.30 0.35
C 1.07 -0.71 0.70
N 1.76 -0.16 -0.47
C 0.88 0.42 1.70
O 1.93 1.33 1.73
H 1.67 -1.51 1.13
H 1.12 0.43 -0.99
H 2.07 -0.90 -1.09
H -0.08 0.98 1.29
H 0.66 0.07 2.71
H 2.35 1.28 0.85
C -1.22 1.35 0.08
C -1.40 0.33 -0.59
C -1.97 -0.29 -1.80
H -1.30 2.37 0.39
H -2.33 -1.28 -1.53
H -1.20 -0.42 -2.56
H -2.78 0.31 -2.20


No. 2
16
Properties=species:S:1:pos:R:3 method="wB97M-V/def2-TZVPD" total_charge=0 spin_multiplicity=1 e_tot_ev=-17960.92142 orbital_gap_ev=9.13 homo_ev=-8.5461
C 1.59 0.67 1.94
C -0.08 0.27 -1.41
C -0.76 -2.08 -1.15
C -0.06 -0.69 0.78
N -0.23 -0.83 -0.48
O 0.92 1.53 2.32
O 2.46 0.08 1.46
I -0.92 4.46 1.96
H -0.97 0.44 -2.01
H -0.01 1.19 -0.81
H 0.90 0.11 -1.93
H -0.12 -2.28 -1.96
H -0.76 -2.81 -0.39
H -1.78 -1.75 -1.61
H -0.26 -1.54 1.25
H 0.09 3.22 2.05


No. 3
16
Properties=species:S:1:pos:R:3 method="wB97M-V/def2-TZVPD" total_charge=+1 spin_multiplicity=3 e_tot_ev=-19106.16346 orbital_gap_ev="7.33 / 7.78" homo_ev="-12.4628 / -15.9646"
C 1.14 -1.72 -0.60
C 0.32 -0.91 1.50
C 0.19 2.83 -0.40
N -2.17 -0.51 -0.44
N 0.39 -0.96 0.13
O -0.43 -0.27 -2.25
S -0.90 0.12 -0.96
H 0.95 -1.95 -1.59
H 1.90 -2.37 -0.13
H -0.01 0.13 1.68
H 1.21 -1.20 2.16
H -0.59 -1.44 1.89
H -0.88 3.04 -0.40
H 0.84 2.58 0.37
H 0.60 2.66 -1.36
H -2.55 -0.05 0.39


No. 4
43
Properties=species:S:1:pos:R:3 method="wB97M-V/def2-TZVPD" total_charge=0 spin_multiplicity=1 e_tot_ev=-22901.66927 orbital_gap_ev=7.31 homo_ev=-7.8661
C 3.66 1.39 -1.58
N 4.24 1.42 -0.30
C 4.37 2.90 0.13
H 4.93 3.31 -0.55
H 3.26 3.15 0.03
H 4.58 2.73 1.20
C 3.15 0.53 0.77
C 3.43 -0.82 0.33
C 2.61 -1.62 1.40
N 1.26 -1.63 1.41
H 0.84 -0.45 1.22
C 0.43 -2.48 0.53
C 0.75 -2.74 -1.02
C 0.39 -1.13 -1.50
N -0.97 -0.79 -1.34
C -1.28 0.18 -0.21
O -0.31 0.72 0.26
C -2.71 0.37 -0.01
N -3.41 -0.29 -0.77
C -4.84 -0.18 -0.38
C -5.38 0.76 0.24
C -4.56 1.71 1.13
C -3.09 1.56 0.82
H -2.41 2.12 1.41
H -4.81 2.56 1.39
H -6.31 0.88 0.46
H -5.45 -1.10 -1.02
H -1.72 -1.13 -1.58
H 0.97 -0.47 -1.07
H 0.51 -1.33 -2.56
H 1.77 -2.70 -1.21
H 0.05 -3.37 -1.45
H -0.50 -2.42 0.87
H 0.83 -3.69 0.97
H 2.91 -1.33 2.49
H 3.00 -2.49 1.49
H 3.21 -1.16 -0.72
H 4.52 -1.03 0.85
H 3.48 0.98 1.64
H 2.06 1.05 0.55
H 3.71 0.28 -1.87
H 4.14 2.05 -2.05
H 2.49 1.74 -1.74


No. 5
64
Properties=species:S:1:pos:R:3 method="wB97M-V/def2-TZVPD" total_charge=+3 spin_multiplicity=1 e_tot_ev=-76546.78043 orbital_gap_ev=5.84 homo_ev=-17.3104
V 0.02 -1.82 0.67
N 1.58 -3.10 0.68
C 2.48 -2.09 1.23
C 3.65 -1.79 0.56
C 4.48 -0.80 1.07
C 4.11 -0.11 2.23
C 2.92 -0.40 2.87
C 2.07 -1.40 2.39
C 0.81 -1.69 3.12
C 0.80 -1.81 4.51
C -0.39 -2.07 5.18
C -1.61 -2.22 4.50
C -1.64 -2.11 3.14
C -0.44 -1.85 2.46
H 1.93 -3.48 -0.20
H 1.41 -3.89 1.31
H 3.94 -2.34 -0.32
H 5.41 -0.58 0.58
H 4.76 0.65 2.63
H 2.64 0.15 3.76
H 1.73 -1.72 5.06
H -0.37 -2.16 6.26
H -2.51 -2.42 5.06
H -2.57 -2.22 2.59
O 0.25 -0.22 0.01
P -0.25 0.97 -1.01
C -1.32 0.20 -2.20
C -0.82 -0.81 -3.03
C -1.64 -1.39 -3.98
C -2.96 -0.97 -4.10
C -3.46 0.03 -3.28
C -2.64 0.62 -2.32
C -1.10 2.15 -0.02
C -0.89 3.51 -0.26
C -1.63 4.45 0.45
C -2.55 4.03 1.40
C -2.75 2.67 1.65
C -2.03 1.73 0.94
C 1.22 1.61 -1.73
C 2.25 2.04 -0.87
C 3.38 2.62 -1.41
C 3.49 2.78 -2.79
C 2.47 2.36 -3.64
C 1.33 1.78 -3.11
H 0.22 -1.11 -2.97
H -1.25 -2.16 -4.64
H -3.60 -1.41 -4.86
H -4.48 0.37 -3.39
H -3.03 1.42 -1.70
H -0.17 3.84 -1.00
H -1.48 5.50 0.27
H -3.11 4.76 1.96
H -3.47 2.36 2.39
H -2.20 0.68 1.12
H 2.15 1.94 0.20
H 4.18 2.96 -0.76
H 4.38 3.24 -3.21
H 2.56 2.50 -4.71
H 0.53 1.47 -3.77
N -1.31 -2.53 -0.15
C -2.36 -2.80 -0.78
N -3.33 -3.04 -1.38
C -4.42 -3.34 -2.03
N -5.38 -3.58 -2.62


No. 6
77
Properties=species:S:1:pos:R:3 method="wB97M-V/def2-TZVPD" total_charge=0 spin_multiplicity=2 e_tot_ev=-74114.95081 orbital_gap_ev="4.38 / 4.30" homo_ev="-4.0016 / -3.9196"
C -0.13 3.60 -2.67
C -0.42 2.31 -2.18
N 0.37 1.78 -1.16
C 1.41 2.52 -0.69
C 1.61 3.84 -1.05
C 0.84 4.38 -2.08
C -1.35 1.48 -2.87
P -2.10 -0.04 -2.29
Ce -0.57 -0.21 -0.05
P 2.60 0.09 0.01
C 2.31 1.87 0.32
C 0.68 -3.18 -0.79
C -0.55 -3.66 -0.31
C -0.60 -4.94 0.27
C 0.57 -5.73 0.28
C 1.81 -5.23 -0.16
C 1.85 -3.94 -0.68
O -0.61 1.83 -6.94
O 1.40 -0.29 -3.86
H -0.76 3.92 -3.50
H 2.42 4.41 -0.55
H 0.95 5.43 -2.36
C -3.76 0.54 -1.83
C -2.36 -1.01 -3.81
H 3.30 2.34 0.30
H 1.91 2.00 1.35
H -0.71 1.55 -7.85
H -1.66 1.80 -3.88
C 3.43 -0.35 1.53
C 3.89 0.04 -1.25
H -1.45 -3.06 -0.43
H -1.52 -5.33 0.71
H 0.54 -6.76 0.66
H 2.72 -5.82 -0.09
H 2.77 -3.49 -1.03
H 1.27 -0.60 -0.46
H 1.43 0.64 -3.62
H 2.26 -0.59 -3.57
H 0.36 1.84 -6.81
H 0.76 -2.15 -1.31
H -4.34 0.71 -2.75
H -4.27 -0.17 -1.17
H -3.66 1.50 -1.31
H -3.30 -0.74 -4.30
H -1.53 -0.84 -4.50
H -2.38 -2.07 -3.55
H 4.80 0.53 -0.86
H 4.15 -1.00 -1.49
H 3.59 0.55 -2.18
H 4.40 0.18 1.56
H 2.84 -0.04 2.40
H 3.60 -1.42 1.57
C -3.61 -0.77 1.45
Si -2.28 -0.71 2.76
C -2.87 0.15 4.27
C -1.53 -2.36 3.18
N -1.02 0.30 2.04
C -0.24 1.18 2.83
C -0.30 2.56 2.56
C 0.50 3.43 3.30
C 1.38 2.89 4.25
C 1.45 1.52 4.52
C 0.62 0.65 3.81
H -4.50 -1.10 2.01
H -3.45 -1.49 0.63
H -3.84 0.22 1.02
H -3.78 -0.38 4.57
H -2.11 0.07 5.06
H -3.08 1.20 4.07
H -1.19 -2.96 2.33
H -0.71 -2.23 3.89
H -2.36 -2.88 3.68
H -1.03 2.90 1.81
H 0.40 4.51 3.14
H 2.05 3.57 4.78
H 2.11 1.11 5.30
H 0.59 -0.43 4.01